DFT (ωB97M-V/def2-TZVPD) results for C6H9N as an isolated structure.

```
16
Properties=species:S:1:pos:R:3
N -0.74 -0.96 1.06
C -1.41 0.85 -0.56
C 0.29 -1.16 -1.04
C -0.42 -0.20 -0.13
C 1.08 -1.71 -0.12
C 1.01 0.96 0.53
C 0.70 -0.87 1.10
H 0.17 -1.30 -2.11
H -1.66 1.54 0.25
H 2.07 0.79 0.67
H 0.64 1.53 1.39
H 1.81 -2.51 -0.14
H -1.13 -0.33 1.76
H -2.33 0.35 -0.89
H 0.92 1.58 -0.38
H -1.00 1.43 -1.40
```

E_HOMO	-8.071	eV
LUMO energy	0.886	eV
relative energy (zero: lowest compared OMol25 entry of this formula, charge and spin)	148.8	kcal per mole